Record 1
{"formula": "C36H39N5O5S3W", "method": "ωB97M-V with the def2-TZVPD basis set", "homo_ev": -6.89, "molar_mass_g_mol": 901.8, "homo_lumo_gap_ev": 5.218, "symbols": ["W", "C", "C", "N", "N", "C", "S", "S", "C", "C", "C", "C", "C", "C", "C", "C", "C", "C", "C", "C", "C", "O", "H", "H", "H", "H", "H", "H", "H", "H", "H", "H", "H", "H", "H", "H", "C", "C", "N", "C", "C", "C", "S", "N", "C", "O", "C", "C", "C", "C", "C", "C", "H", "H", "H", "H", "H", "H", "H", "H", "H", "H", "H", "H", "H", "H", "H", "O", "C", "C", "C", "C", "C", "C", "N", "H", "H", "H", "H", "H", "H", "H", "C", "C", "O", "O", "H", "H", "H"], "xyz": [[-0.63, -0.26, 0.20], [2.67, -0.47, 3.02], [1.58, -0.95, 2.06], [0.67, 0.13, 1.69], [0.91, 1.30, 2.28], [0.27, 2.34, 1.86], [-0.87, 2.34, 0.54], [0.65, 3.87, 2.61], [0.98, 3.32, 4.34], [-0.34, 3.16, 5.02], [-0.90, 4.23, 5.71], [-2.17, 4.13, 6.24], [-2.90, 2.97, 6.08], [-2.34, 1.89, 5.42], [-1.07, 1.98, 4.89], [0.88, -2.24, 2.47], [1.97, -3.27, 2.51], [1.61, -4.64, 1.92], [0.15, -4.96, 1.90], [-0.76, -3.99, 1.96], [-0.34, -2.58, 1.97], [-1.15, -1.70, 1.38], [2.22, -0.20, 3.97], [3.14, 0.42, 2.60], [3.42, -1.23, 3.17], [1.59, 4.10, 4.78], [1.54, 2.39, 4.27], [-0.34, 5.15, 5.80], [-2.60, 4.97, 6.78], [-3.91, 2.90, 6.47], [-2.90, 0.97, 5.29], [-0.65, 1.15, 4.34], [2.51, -3.30, 3.46], [2.17, -5.46, 2.37], [-0.14, -5.99, 1.80], [-1.82, -4.18, 1.88], [4.18, 0.64, -3.44], [3.56, 2.03, -3.33], [2.16, 1.99, -3.66], [1.75, 2.45, -4.97], [1.66, 3.98, -5.01], [1.24, 1.42, -2.84], [1.69, 1.25, -1.16], [0.11, 1.05, -3.38], [-0.93, 0.46, -2.82], [-0.98, 0.17, -1.51], [-2.01, 0.03, -3.67], [-1.84, 0.02, -5.06], [-2.85, -0.41, -5.89], [-4.06, -0.83, -5.35], [-4.25, -0.82, -3.98], [-3.24, -0.40, -3.13], [5.25, 0.69, -3.23], [4.04, 0.25, -4.45], [3.72, -0.03, -2.73], [4.05, 2.72, -4.01], [3.68, 2.40, -2.30], [0.77, 2.02, -5.18], [2.47, 2.10, -5.72], [0.97, 4.32, -4.24], [1.29, 4.31, -5.97], [2.63, 4.43, -4.83], [-0.88, 0.32, -5.47], [-2.70, -0.41, -6.96], [-4.86, -1.16, -6.00], [-5.20, -1.14, -3.56], [-3.41, -0.34, -2.06], [-1.53, -2.34, -1.26], [-0.30, -2.68, -1.91], [0.76, -2.80, -0.83], [1.33, -3.99, -0.56], [2.27, -4.20, 0.56], [2.74, -2.89, 1.22], [2.15, -1.56, 0.72], [1.03, -1.60, -0.22], [-2.17, -2.03, -1.93], [-0.01, -1.90, -2.63], [-0.42, -3.63, -2.44], [1.05, -4.86, -1.14], [3.08, -4.87, 0.26], [3.83, -2.82, 1.30], [2.93, -0.91, 0.29], [-4.63, 0.20, 1.80], [-3.16, 0.15, 1.43], [-2.86, -0.15, 0.23], [-2.27, 0.42, 2.25], [-4.85, -0.61, 2.49], [-5.24, 0.09, 0.91], [-4.83, 1.14, 2.30]], "mulliken_charge": [0.02, -1.82, 0.88, 1.93, -1.17, 0.55, -0.37, -0.20, -0.72, 0.47, -0.63, -0.54, -0.46, -0.77, 0.41, -0.20, -0.40, -0.36, -0.84, -0.96, 0.09, -0.25, 0.28, 0.38, 0.59, 0.59, 0.04, 0.36, 0.37, 0.38, 0.41, 0.25, 0.57, 0.60, 0.40, 0.52, -0.83, -0.86, 0.24, -0.11, -1.17, 0.60, -0.12, -0.27, -0.88, -0.15, 1.35, -0.74, -0.73, -0.45, -0.95, -0.15, 0.42, 0.30, 0.06, 0.43, 0.43, -0.14, 0.39, 0.29, 0.41, 0.33, 0.40, 0.42, 0.41, 0.45, 0.82, -0.54, -0.39, 0.61, -1.93, 0.18, -0.71, -0.78, 0.80, 0.30, 0.02, 0.54, 0.40, 0.55, 0.55, 0.47, -1.56, 0.93, -0.81, -0.26, 0.31, 0.33, 0.37]}

***

Record 2
{"formula": "C3H13NO3", "method": "ωB97M-V with the def2-TZVPD basis set", "homo_ev": -8.29, "molar_mass_g_mol": 111.1, "homo_lumo_gap_ev": 8.753, "symbols": ["C", "C", "C", "N", "H", "H", "H", "H", "H", "H", "H", "H", "H", "O", "H", "H", "O", "H", "H", "O"], "xyz": [[-1.17, 1.31, 2.08], [-0.44, 0.52, 1.05], [0.25, -0.59, 1.34], [-0.46, 1.06, -0.22], [-0.77, 1.17, 3.07], [-1.10, 2.38, 1.87], [-2.22, 1.05, 2.10], [0.61, -1.24, 0.55], [0.32, -0.94, 2.36], [-1.22, 1.65, -0.49], [-0.10, 0.46, -0.95], [3.07, -2.17, -1.82], [1.88, -2.99, -2.27], [2.25, -2.11, -2.34], [2.11, 1.12, 0.80], [2.36, 1.50, -0.60], [2.85, 1.17, 0.17], [-2.84, -0.86, -2.97], [-2.41, -1.59, -1.68], [-2.99, -0.90, -2.02]], "nbo_charge": [-0.65, 0.19, -0.55, -0.83, 0.23, 0.21, 0.22, 0.20, 0.21, 0.39, 0.39, 0.48, 0.47, -0.94, 0.48, 0.46, -0.94, 0.47, 0.47, -0.94]}

***

Record 3
{"formula": "C37H53BF7IN3O5PS4", "method": "ωB97M-V with the def2-TZVPD basis set", "homo_ev": -8.29, "molar_mass_g_mol": 1049.8, "homo_lumo_gap_ev": 7.916, "symbols": ["C", "C", "O", "C", "C", "C", "C", "C", "C", "F", "F", "C", "F", "F", "C", "F", "F", "F", "C", "C", "N", "N", "B", "O", "O", "C", "C", "C", "P", "S", "C", "C", "C", "C", "C", "S", "C", "S", "N", "C", "C", "C", "C", "C", "C", "I", "C", "C", "S", "H", "H", "H", "H", "H", "H", "H", "H", "H", "H", "H", "H", "H", "H", "H", "H", "H", "H", "H", "H", "H", "H", "H", "H", "H", "H", "H", "H", "H", "H", "H", "H", "H", "H", "H", "H", "H", "C", "C", "C", "O", "C", "H", "H", "H", "H", "H", "H", "H", "H", "C", "C", "C", "O", "C", "H", "H", "H", "H", "H", "H", "H", "H"], "xyz": [[8.82, -3.13, 1.13], [7.32, -3.27, 1.37], [6.57, -3.12, 0.14], [5.35, -2.53, 0.43], [4.51, -3.22, 1.28], [3.31, -2.64, 1.55], [2.92, -1.41, 1.04], [3.78, -0.68, 0.23], [3.41, 0.70, -0.31], [2.22, 1.15, 0.14], [3.26, 0.65, -1.67], [4.42, 1.90, -0.05], [3.66, 3.03, -0.09], [5.30, 2.08, -1.05], [5.10, 1.96, 1.35], [5.81, 3.11, 1.38], [5.96, 0.98, 1.61], [4.14, 2.08, 2.27], [5.02, -1.31, -0.09], [6.09, -0.70, -1.01], [5.61, -0.43, -2.38], [1.61, -0.96, 1.46], [1.62, -0.34, 2.77], [2.85, -0.10, 3.34], [0.49, -0.04, 3.51], [0.55, -1.91, 1.27], [0.65, -3.17, 1.80], [-0.31, -4.15, 1.73], [-0.09, -5.81, 2.44], [0.85, -6.93, 1.12], [-1.49, -3.87, 1.08], [-1.64, -2.63, 0.49], [-2.99, -2.46, -0.21], [-3.07, -3.13, -1.58], [-4.55, -3.05, -2.05], [-5.65, -4.18, -1.14], [-6.26, -3.29, 0.27], [-6.18, -4.06, 1.71], [-6.78, -1.96, 0.14], [-8.20, -1.98, 0.53], [-8.91, -0.62, 0.28], [-6.07, -1.05, 1.07], [-5.78, 0.35, 0.45], [-0.65, -1.64, 0.55], [-0.92, -0.34, -0.20], [-1.03, 1.44, 1.00], [0.15, -0.23, -1.34], [-0.28, -0.95, -2.64], [2.20, -3.55, 2.62], [9.27, -4.02, 0.68], [9.07, -2.22, 0.58], [9.30, -3.02, 2.12], [7.03, -2.50, 2.10], [7.12, -4.24, 1.85], [4.77, -4.19, 1.70], [6.94, -1.39, -1.10], [6.50, 0.18, -0.53], [6.13, 0.36, -2.73], [5.80, -1.23, -2.98], [2.73, 0.12, 4.27], [0.47, 0.91, 3.70], [-1.34, -6.40, 2.67], [0.72, -5.73, 3.59], [-2.26, -4.63, 1.00], [-3.70, -3.00, 0.43], [-3.34, -1.42, -0.20], [-2.45, -2.67, -2.35], [-2.86, -4.20, -1.49], [-4.63, -3.33, -3.11], [-4.96, -2.03, -1.97], [-8.72, -2.75, -0.06], [-8.37, -2.24, 1.59], [-8.99, -0.13, 1.27], [-8.35, 0.04, -0.36], [-9.93, -0.76, -0.09], [-5.10, -1.46, 1.37], [-6.62, -0.92, 2.01], [-6.26, 0.47, -0.53], [-6.26, 1.11, 1.09], [-4.72, 0.61, 0.43], [-1.87, -0.37, -0.73], [1.08, -0.68, -1.00], [0.38, 0.82, -1.55], [-1.35, -1.14, -2.72], [0.02, -0.41, -3.54], [0.25, -1.91, -2.69], [-7.97, 4.40, -1.17], [-8.59, 3.97, -2.49], [-8.50, 2.46, -2.40], [-8.59, 2.12, -1.01], [-8.46, 3.32, -0.23], [-8.26, 5.40, -0.85], [-6.88, 4.37, -1.24], [-9.64, 4.28, -2.53], [-8.09, 4.37, -3.37], [-7.53, 2.09, -2.77], [-9.29, 1.95, -2.95], [-9.45, 3.56, 0.19], [-7.78, 3.13, 0.60], [6.40, 5.70, -0.37], [6.17, 6.80, -1.39], [7.32, 7.75, -1.09], [8.40, 6.95, -0.60], [7.92, 5.63, -0.33], [5.94, 4.75, -0.64], [6.01, 6.01, 0.60], [6.27, 6.40, -2.41], [5.19, 7.28, -1.32], [7.04, 8.47, -0.30], [7.64, 8.32, -1.96], [8.31, 4.96, -1.10], [8.30, 5.30, 0.64]], "mulliken_charge": [-1.36, -0.25, -0.56, 0.60, -0.02, 1.05, -1.00, -0.56, 1.40, -0.09, -0.31, 0.31, -0.33, -0.27, 0.56, -0.24, -0.24, -0.23, -0.04, -1.22, -0.49, 1.10, 1.07, -0.71, -0.70, -1.13, 1.28, -0.65, 0.14, -0.43, -0.12, -0.45, 0.04, -0.29, -0.80, -0.16, 0.04, -0.18, 0.15, -0.76, -0.67, -0.48, -1.03, 0.21, -1.19, -0.06, 0.62, -1.60, -0.64, 0.32, 0.33, 0.39, 0.29, 0.33, 0.56, 0.60, 0.22, 0.21, 0.25, 0.28, 0.29, 0.10, 0.09, 0.46, -0.31, 0.21, 0.19, 0.36, 0.47, 0.30, 0.51, 0.49, 0.25, -0.13, 0.39, 0.46, 0.48, 0.17, 0.25, 0.20, 0.70, -0.76, 0.66, 0.26, 0.38, 0.39, -0.58, -0.56, -0.50, -0.26, -0.38, 0.35, 0.26, 0.26, 0.33, 0.29, 0.30, 0.28, 0.22, 0.11, -0.64, -0.44, -0.43, -0.43, -0.15, 0.23, 0.28, 0.37, 0.25, 0.30, 0.28, 0.28]}

***

Record 4
{"formula": "C4H14N3O", "method": "ωB97M-V with the def2-TZVPD basis set", "homo_ev": -12.93, "molar_mass_g_mol": 120.2, "charge": 1, "homo_lumo_gap_ev": 9.569, "symbols": ["C", "C", "N", "N", "H", "H", "H", "H", "H", "H", "H", "C", "O", "C", "N", "H", "H", "H", "H", "H", "H", "H"], "xyz": [[0.12, 1.79, 1.94], [0.42, 0.50, 1.63], [1.65, -0.11, 1.77], [-1.20, 2.21, 1.44], [0.66, 2.62, 2.39], [-0.32, -0.12, 1.13], [1.73, -0.83, 1.05], [2.45, 0.49, 1.91], [-1.10, 2.98, 0.73], [-1.87, 2.48, 2.14], [-1.56, 1.40, 0.94], [-0.56, -0.33, -1.66], [-1.00, 0.03, -2.97], [0.18, -1.63, -1.68], [0.49, -2.07, -0.25], [0.13, 0.43, -1.30], [-1.47, -0.35, -1.06], [-0.24, -0.13, -3.55], [-0.57, -2.37, -2.19], [1.10, -1.62, -2.30], [1.26, -2.74, -0.21], [-0.31, -2.62, 0.10]], "nbo_charge": [-0.24, 0.07, -0.77, -0.67, 0.24, 0.21, 0.43, 0.40, 0.44, 0.43, 0.44, -0.07, -0.70, -0.25, -0.89, 0.15, 0.16, 0.47, 0.20, 0.21, 0.38, 0.38]}